(1)
{"formula": "C15H21N5O3S", "method": "wB97M-V/def2-TZVPD", "symbols": ["C", "C", "N", "N", "N", "N", "C", "C", "C", "C", "C", "O", "C", "C", "S", "O", "O", "N", "C", "C", "C", "C", "C", "C", "H", "H", "H", "H", "H", "H", "H", "H", "H", "H", "H", "H", "H", "H", "H", "H", "H", "H", "H", "H", "H"], "xyz": [[2.06018, -1.11127, 2.62958], [1.58303, -2.48738, 2.17575], [0.23710, -2.74877, 2.61052], [0.03351, -3.58287, 3.63513], [-1.20967, -3.61733, 3.87538], [-1.87601, -2.83110, 3.05466], [-0.98842, -2.27101, 2.24673], [-1.35893, -1.34068, 1.20204], [-2.69684, -0.92382, 1.14347], [-3.10118, -0.04868, 0.17278], [-2.21812, 0.47205, -0.79757], [-2.82878, 1.31853, -1.63679], [-2.18219, 1.96085, -2.71824], [-0.88656, 0.05281, -0.73853], [0.49986, 0.51521, -1.80370], [0.18253, 0.34191, -3.19074], [1.65145, -0.20412, -1.32278], [0.63748, 2.16881, -1.51674], [0.98693, 2.50199, -0.14956], [2.47894, 2.34092, 0.14224], [3.29026, 3.15355, -0.86424], [2.92927, 2.70679, -2.27932], [1.42902, 2.87921, -2.50748], [-0.48843, -0.84133, 0.24780], [3.07986, -0.95349, 2.29073], [2.03662, -1.04649, 3.71512], [1.43291, -0.32345, 2.21861], [1.64884, -2.58961, 1.08981], [2.19458, -3.26578, 2.63925], [-3.39109, -1.30983, 1.87255], [-4.12706, 0.27882, 0.11482], [-1.41582, 2.65148, -2.36227], [-2.97385, 2.50942, -3.22713], [-1.72368, 1.24454, -3.39992], [0.38977, 1.85857, 0.50141], [0.68185, 3.54122, 0.01856], [2.74304, 1.28706, 0.04888], [2.68570, 2.66831, 1.16256], [4.35721, 3.01241, -0.68538], [3.06432, 4.21711, -0.74695], [3.18267, 1.65265, -2.40435], [3.47883, 3.28880, -3.02046], [1.13365, 2.48530, -3.48069], [1.15413, 3.93854, -2.45055], [0.54669, -1.12974, 0.21185]], "spin_multiplicity": 1, "max_force_ev_per_a": 1.51, "homo_energy_ev": -8.80, "e_lumo_ev": 0.33}


(2)
{"formula": "C15H21NO4", "method": "wB97M-V/def2-TZVPD", "symbols": ["C", "C", "C", "C", "O", "C", "C", "C", "C", "C", "C", "C", "O", "N", "C", "C", "C", "C", "O", "O", "H", "H", "H", "H", "H", "H", "H", "H", "H", "H", "H", "H", "H", "H", "H", "H", "H", "H", "H", "H", "H"], "xyz": [[0.28663, 2.93923, 1.55759], [1.15119, 3.85833, 0.70322], [2.17611, 3.10231, -0.14353], [1.54006, 2.12590, -1.14215], [1.26812, 0.85350, -0.58566], [2.27315, -0.06319, -0.44506], [3.59941, 0.19011, -0.78272], [4.56730, -0.79008, -0.64816], [4.23199, -2.04782, -0.18299], [2.91758, -2.30883, 0.15050], [1.92889, -1.33695, 0.04282], [0.55079, -1.77180, 0.43263], [0.21995, -2.94264, 0.39159], [-0.26246, -0.79978, 0.90536], [-1.64314, -1.04688, 1.23575], [-2.58744, -0.47666, 0.17409], [-4.05030, -0.75601, 0.53006], [-4.97034, -0.13525, -0.48907], [-5.68703, -0.72951, -1.24608], [-4.90210, 1.20509, -0.47203], [0.90851, 2.29200, 2.17286], [-0.35037, 2.32055, 0.93052], [-0.35258, 3.52558, 2.21364], [0.51070, 4.45218, 0.04683], [1.68992, 4.55126, 1.35333], [2.77586, 3.82676, -0.69806], [2.84486, 2.54582, 0.51670], [2.16459, 2.01837, -2.03609], [0.56235, 2.50017, -1.45972], [3.89603, 1.15774, -1.15506], [5.58822, -0.56023, -0.91523], [4.98404, -2.81484, -0.08398], [2.61616, -3.28333, 0.50397], [0.03136, 0.15917, 0.81060], [-1.86426, -0.60005, 2.21117], [-1.76196, -2.13090, 1.30248], [-2.35087, -0.92977, -0.79034], [-2.43700, 0.60228, 0.09299], [-4.27476, -0.32026, 1.50545], [-4.23611, -1.82914, 0.55989], [-5.49455, 1.57905, -1.14285]], "spin_multiplicity": 1, "max_force_ev_per_a": 0.71, "homo_energy_ev": -8.86, "e_lumo_ev": 0.56}


(3)
{"formula": "C15H21NO5", "method": "wB97M-V/def2-TZVPD", "symbols": ["C", "O", "C", "C", "C", "C", "C", "O", "C", "C", "C", "O", "O", "C", "C", "O", "N", "C", "C", "C", "C", "H", "H", "H", "H", "H", "H", "H", "H", "H", "H", "H", "H", "H", "H", "H", "H", "H", "H", "H", "H", "H"], "xyz": [[4.01001, -0.64462, 0.88362], [3.43980, -1.67115, 1.66110], [2.11376, -1.73537, 1.90528], [1.75837, -2.75855, 2.79536], [0.45486, -2.92811, 3.18956], [-0.54354, -2.08554, 2.72128], [-0.21468, -1.07214, 1.83896], [-1.12493, -0.21138, 1.29173], [-2.46889, -0.29256, 1.71173], [1.11665, -0.88952, 1.41420], [1.33421, 0.18723, 0.40179], [1.65325, 0.00525, -0.74619], [1.08417, 1.39807, 0.91993], [1.24639, 2.51342, 0.05608], [0.13603, 2.72519, -0.98451], [0.23963, 3.62116, -1.79566], [-0.91050, 1.89582, -0.88801], [-1.95444, 1.86202, -1.88427], [-1.87521, 0.62268, -2.79080], [-2.17500, -0.65815, -2.01465], [-0.50851, 0.53460, -3.46436], [5.08661, -0.74892, 1.01670], [3.76147, -0.75047, -0.17511], [3.69855, 0.34367, 1.23568], [2.54536, -3.39890, 3.15803], [0.19873, -3.72168, 3.87436], [-1.55979, -2.23619, 3.04400], [-2.91659, -1.25054, 1.43146], [-2.55781, -0.14542, 2.79140], [-2.98843, 0.51334, 1.19571], [2.18656, 2.42522, -0.50068], [1.29274, 3.39079, 0.70432], [-0.90801, 1.16318, -0.19295], [-1.83470, 2.76589, -2.48638], [-2.92768, 1.89500, -1.38241], [-2.64431, 0.75021, -3.56131], [-3.14240, -0.59450, -1.51926], [-2.19360, -1.50887, -2.69177], [-1.40689, -0.84340, -1.26771], [-0.26834, 1.47014, -3.96339], [-0.50122, -0.26494, -4.20137], [0.26829, 0.32805, -2.73145]], "spin_multiplicity": 1, "max_force_ev_per_a": 0.72, "homo_energy_ev": -8.77, "e_lumo_ev": 0.60}


How do the records compare in DFT total energy? In the order shown, they have -1481.81439, -939.93556, -1015.14424 hartree.
How do the records compare in ΔE to the lowest compared entry with this formula, charge and spin? In the order shown, they have 102.6, 10.0, 11.9 kcal/mol.
How do the records compare in frontier orbital gap? In the order shown, they have 9.13, 9.41, 9.37 eV.